[1]
The following is a DFT calculation (ωB97M-V/def2-TZVPD) of a gas-phase ion, C6H8N (charge +1) in a non-equilibrium geometry.

net charge: +1
strongest force on any atom: 3.42 eV Å⁻¹
spin multiplicity: 1
ΔE to the lowest compared entry with this formula, charge and spin: 925.3 kJ/mol

Atoms and positions in Å:
C: -2.87 0.22 -1.01
C: -2.23 0.63 -0.09
C: 0.34 -0.90 0.43
C: -1.17 0.97 0.89
C: 1.18 -2.05 0.12
C: 0.68 1.11 -0.74
N: 0.02 0.28 0.35
H: -1.10 2.09 1.05
H: -1.47 0.51 1.81
H: 0.48 -2.61 -0.65
H: 1.45 -2.58 1.11
H: 2.15 -1.68 -0.30
H: 0.02 1.07 -1.61
H: 1.68 0.79 -1.10
H: 0.84 2.15 -0.26

---

[2]
The following is a DFT calculation (ωB97M-V/def2-TZVPD) of ClH2PS in the gas phase in a non-equilibrium geometry.

strongest force on any atom: 3.70 eV Å⁻¹
spin multiplicity: 1
SMILES string: PSCl
ΔE to the lowest compared entry with this formula, charge and spin: 135.2 kJ/mol

Atoms and positions in Å:
P: -1.11 -0.67 -0.09
S: 1.13 -0.87 -0.01
Cl: 1.72 1.01 0.16
H: -0.88 0.24 0.85
H: -0.86 0.29 -0.92

---

[3]
The following is a DFT calculation (ωB97M-V/def2-TZVPD) of 2 unconnected molecules or ions with the total composition C11H17PSi in a non-equilibrium geometry.

strongest force on any atom: 1.33 eV Å⁻¹
electronic energy: -28847.46877 eV
spin multiplicity: 3

Atoms and positions in Å:
C: 0.46 3.02 -1.76
C: -0.83 2.54 -1.95
C: 0.95 3.17 -0.47
C: -1.63 2.22 -0.87
C: 0.16 2.82 0.61
C: -1.13 2.33 0.43
C: -1.48 1.23 2.60
C: -1.96 1.87 1.55
C: 1.36 -0.39 -0.34
C: 0.83 -3.25 -1.63
C: -0.43 -2.50 1.06
Si: 0.07 -1.78 -0.64
P: -1.64 -1.04 -1.86
H: 1.07 3.29 -2.60
H: -1.20 2.40 -2.95
H: 1.94 3.55 -0.30
H: -2.63 1.85 -1.03
H: 0.55 2.93 1.62
H: -0.42 1.05 2.71
H: -2.11 0.84 3.38
H: -3.03 2.00 1.43
H: 1.14 0.13 0.59
H: 2.37 -0.78 -0.28
H: 1.33 0.35 -1.13
H: 0.54 -4.20 -1.19
H: 0.49 -3.24 -2.67
H: 1.91 -3.21 -1.64
H: 0.44 -2.93 1.57
H: -0.85 -1.74 1.71
H: -1.16 -3.30 0.95

---

[4]
The following is a DFT calculation (ωB97M-V/def2-TZVPD) of 2 unconnected molecules or ions with the total composition C6H6Br2N2 in a non-equilibrium geometry.

strongest force on any atom: 6.85 eV Å⁻¹
spin multiplicity: 3
ΔE to the lowest compared entry with this formula, charge and spin: 64.9 kJ/mol

Atoms and positions in Å:
C: 0.96 -2.03 -1.30
C: 0.02 -1.07 -1.23
C: 0.99 -1.51 0.77
C: -1.16 0.93 1.79
C: -1.64 1.40 0.41
C: -0.67 0.29 0.72
N: 1.55 -2.30 -0.12
N: 0.02 -0.70 0.11
Br: -3.51 1.20 -0.18
Br: 2.01 2.82 0.02
H: 1.21 -2.63 -2.19
H: -0.59 -0.59 -1.94
H: 1.24 -1.74 1.87
H: 1.78 2.72 -1.41
H: -1.09 0.96 2.78
H: -1.11 2.25 -0.09

---

The highest strongest force on any atom belongs to which entry?
C6H6Br2N2